Entry from OMol25: an isolated molecule of C24H25ClN4O2 at a distorted geometry (the ωB97M-V functional and the def2-TZVPD basis).

Output
highest occupied orbital energy: -8.28 eV
charge: 0
relative energy (zero: lowest compared OMol25 entry of this formula, charge and spin): 1866.2 kJ/mol
Kohn-Sham gap: 7.59 eV
structure (SMILES): Cc1ccc(-c2ccc(=O)n(CC(=O)N3CCN(c4cc(Cl)ccc4C)CC3)n2)cc1

The geometry in XYZ format:
```
56
C24H25ClN4O2, DFT the ωB97M-V functional and the def2-TZVPD basis
C -5.91 -4.83 0.37
C -5.17 -3.50 0.13
C -3.99 -3.09 0.79
C -3.51 -1.97 0.67
C -4.12 -1.13 -0.27
C -3.46 0.31 -0.25
C -3.74 1.16 -1.26
C -3.03 2.36 -1.56
C -2.14 2.63 -0.46
O -1.49 3.92 -0.27
N -2.23 2.00 0.61
C -1.26 2.35 1.83
C -0.10 2.94 1.76
O 0.37 3.95 2.26
N 0.75 2.25 0.90
C 0.62 1.07 -0.11
C 1.82 -0.19 0.47
N 3.06 0.78 -0.04
C 4.07 -0.23 -0.09
C 4.35 -1.44 0.56
C 5.43 -2.08 0.21
Cl 5.66 -3.76 1.30
C 6.36 -1.84 -0.77
C 6.26 -0.59 -1.32
C 5.10 0.05 -1.17
C 4.92 1.35 -1.98
C 3.13 1.85 0.68
C 1.96 2.88 0.25
N -2.81 0.94 0.77
C -5.37 -1.35 -0.75
C -5.99 -2.64 -0.50
H -6.45 -5.19 -0.51
H -5.10 -5.67 0.61
H -6.63 -4.72 1.33
H -3.50 -3.86 1.35
H -2.63 -1.66 1.17
H -4.25 0.70 -2.16
H -3.13 2.99 -2.20
H -1.93 3.05 2.59
H -1.32 1.33 2.41
H -0.21 0.45 0.49
H 0.58 1.05 -1.01
H 1.71 -0.88 -0.12
H 1.70 -0.09 1.62
H 3.44 -1.64 1.46
H 7.14 -2.31 -0.72
H 6.95 -0.30 -2.05
H 5.42 1.45 -2.94
H 5.50 2.27 -1.71
H 3.90 1.69 -1.82
H 4.12 2.20 0.34
H 3.42 1.61 1.78
H 2.31 3.70 0.83
H 2.11 2.89 -0.72
H -5.86 -0.50 -1.51
H -6.84 -2.71 -1.32
```

These are the Mulliken partial charges, in e, on atoms 1 to 8: atom 1 (C): -1.24, atom 2 (C): 0.74, atom 3 (C): -0.34, atom 4 (C): -0.74, atom 5 (C): 0.28, atom 6 (C): 0.91, atom 7 (C): -0.06, atom 8 (C): -1.73